Formula: C21H60FN6O10PS
Source: the OMol25 dataset
Level of theory: the ωB97M-V functional and the def2-TZVPD basis

Its spin multiplicity is 1. As for the SMILES: O=P(O)(O)CNS(=O)(=O)F.COC[C@@H](C)N.COC[C@@H](C)N.COC[C@@H](C)N.COC[C@@H](C)N.COC[C@@H](C)N. As for the highest occupied orbital energy: -9.114 eV. The HOMO-LUMO gap is 9.456 eV. The value obtained for the largest force on an atom is 0.02423 Eh/bohr. The LUMO energy is 0.34 eV. As for the molecular weight: 638.78 g/mol. The total charge is 0.

Positions of all 100 atoms, in Å:
O -6.57792 -4.50335 -0.04360
P -7.18953 -3.41864 -0.81057
O -7.88165 -3.90898 -2.14874
O -8.35694 -2.68382 -0.02742
C -6.02354 -2.12970 -1.34906
N -5.04544 -1.76544 -0.30631
S -3.81737 -2.87002 -0.08580
O -3.80657 -3.86801 -1.08781
O -2.65614 -2.09882 0.16886
F -4.24291 -3.48565 1.24628
H -7.24846 -4.50732 -2.56818
H -7.97300 -2.06454 0.59949
H -6.61907 -1.24180 -1.55118
H -5.56540 -2.40607 -2.29407
H -4.50769 -0.96034 -0.63570
C 0.11609 3.31595 -1.30196
O 0.08244 1.93814 -1.62223
C -0.00626 1.07152 -0.50678
C -1.42144 0.85288 0.04011
C -1.95729 2.02668 0.85525
N -2.37672 0.53465 -1.02421
H 0.65171 3.49543 -0.36549
H -0.89182 3.73553 -1.23888
H 0.64298 3.83157 -2.10547
H 0.36756 0.10683 -0.86208
H 0.67708 1.40682 0.28550
H -1.37081 -0.01021 0.70613
H -2.27778 2.85417 0.22177
H -2.82459 1.71259 1.43606
H -1.20395 2.39984 1.55180
H -2.07600 -0.31462 -1.49382
H -2.30110 1.25796 -1.73541
C -7.42143 -6.53689 -5.72362
O -7.98180 -5.69364 -4.73251
C -9.13193 -4.96747 -5.12916
C -10.44685 -5.75524 -5.05402
C -10.63513 -6.75615 -6.19009
N -10.60508 -6.45153 -3.77446
H -7.52032 -6.10128 -6.72150
H -7.87844 -7.52844 -5.70800
H -6.36234 -6.65326 -5.49565
H -9.20084 -4.13326 -4.42695
H -8.98155 -4.53604 -6.12782
H -11.25271 -5.01960 -5.13163
H -10.03692 -7.65521 -6.04497
H -11.67696 -7.07045 -6.24203
H -10.36754 -6.31744 -7.15366
H -10.59435 -5.77282 -3.01805
H -9.77116 -7.01123 -3.61890
C 5.37273 0.61772 2.15927
O 4.15162 1.02648 1.56724
C 4.27006 1.96877 0.52183
C 4.61298 1.37156 -0.85142
C 6.07543 0.96383 -1.00188
N 3.76286 0.22645 -1.18663
H 6.09927 1.43416 2.19486
H 5.80239 -0.23516 1.62932
H 5.15831 0.30004 3.17838
H 3.28613 2.44198 0.44693
H 4.98383 2.75742 0.79890
H 4.41598 2.15643 -1.58844
H 6.29202 0.02699 -0.48953
H 6.31596 0.81649 -2.05448
H 6.74381 1.73246 -0.60799
H 2.79048 0.52380 -1.19883
H 3.81339 -0.43340 -0.41490
C 8.78850 -1.29011 4.37980
O 7.45305 -0.83249 4.48797
C 6.64646 -1.53365 5.41486
C 6.80817 -1.09051 6.87583
C 8.08507 -1.59901 7.53781
N 6.74204 0.36600 7.02610
H 8.85297 -2.37384 4.51062
H 9.44143 -0.79364 5.10125
H 9.14128 -1.03722 3.38017
H 5.61567 -1.32694 5.11355
H 6.79924 -2.61579 5.30881
H 5.96448 -1.51801 7.42531
H 8.96144 -1.03391 7.22186
H 8.01127 -1.49624 8.61990
H 8.25618 -2.65319 7.31079
H 5.84213 0.69845 6.69127
H 7.41514 0.77446 6.38330
C 1.03560 6.31112 0.51053
O 2.21092 5.53384 0.37182
C 3.13172 5.98493 -0.60207
C 4.06821 7.10696 -0.13272
C 3.40222 8.47766 -0.06348
N 4.68459 6.81143 1.16365
H 0.70755 6.72217 -0.44886
H 1.17263 7.12101 1.23029
H 0.25500 5.65236 0.89244
H 3.74569 5.11232 -0.84299
H 2.60316 6.26883 -1.52228
H 4.87080 7.17194 -0.87318
H 2.76618 8.57821 0.81553
H 4.15961 9.25820 -0.00117
H 2.79474 8.66831 -0.95054
H 5.22658 5.95500 1.09148
H 3.93990 6.58202 1.81630